Below is 7 unconnected molecules or ions with the total composition C2H17O7 in a non-equilibrium geometry, with properties calculated with the ωB97M-V functional and the def2-TZVPD basis.

## Properties
Energy relative to the best compared isomer or geometry (same formula, charge and spin) in kJ/mol: 212.0
Net charge: -1
2S+1: 1
HOMO-LUMO gap in eV: 6.951
E_LUMO in eV: 3.09

```
26
C2H17O7 | the OMol25 dataset | the ωB97M-V functional and the def2-TZVPD basis
O 0.11202 0.08137 -1.80609
H -0.44360 0.48753 -2.49953
C -0.83886 -2.07866 4.70244
C -0.82845 -1.62428 3.26584
O 0.29374 -1.96441 2.58392
H -0.01086 -1.82412 5.36404
H -0.88642 -3.16732 4.67666
H -1.77383 -1.70006 5.11549
H -0.83945 -0.54157 3.39123
H -1.77285 -1.84220 2.76711
H 0.19026 -1.61180 1.69704
O -2.84728 -2.49330 -2.24686
H -3.58978 -1.89298 -2.17939
H -2.07750 -1.92438 -2.24206
O 3.82859 -0.82676 -2.03693
H 4.10087 0.08190 -1.90868
H 2.89004 -0.82487 -1.84889
O 0.22204 2.15560 -5.43931
H 0.37101 1.60813 -4.66839
H 0.75071 1.75074 -6.12694
O 2.75925 3.17849 -0.62690
H 2.22639 3.96866 -0.53797
H 2.14419 2.50592 -0.91945
O -1.11318 3.15951 0.52228
H -0.88917 2.33139 0.09771
H -1.97789 3.00748 0.90361
```

Here are the natural (NBO) charges for atoms 1 to 5, given in e: -1.376 0.387 -0.619 -0.050 -0.714


Below is a molecular structure, C2H20N4O8Pt in a non-equilibrium geometry, with properties calculated with the ωB97M-V functional and the def2-TZVPD basis.

## Properties
Net charge: +2
2S+1: 3
HOMO-LUMO gap (alpha / beta) in eV: 9.783 / 8.592
E_LUMO (alpha / beta) in eV: -5.82 / -7.02

```
35
C2H20N4O8Pt | the OMol25 dataset | the ωB97M-V functional and the def2-TZVPD basis
Pt 14.01819 21.20289 12.93993
C 12.08806 22.59234 15.21254
O 12.98806 21.82738 14.79575
N 11.37896 22.36329 16.33605
N 11.78182 23.74980 14.56584
H 11.44473 21.45952 16.77238
H 10.69274 23.01708 16.66286
H 12.44758 24.09955 13.90466
H 11.12674 24.37391 15.00520
C 9.84616 21.03122 12.52277
O 11.06553 21.01249 12.32260
N 8.99987 20.09280 12.02257
N 9.19496 22.00777 13.24921
H 9.41670 19.44765 11.37312
H 8.01093 20.10800 12.16463
H 9.77517 22.69515 13.68360
H 8.22238 21.87000 13.43041
O 13.44465 20.13761 10.77075
H 13.69793 19.20589 10.76990
H 12.79761 20.21416 10.05583
O 12.98004 19.20334 13.46580
H 12.58566 18.98693 14.32045
H 12.86775 18.40657 12.93121
O 15.20848 20.14072 14.51177
H 16.07871 19.78534 14.27727
H 14.93580 19.64322 15.29433
O 15.36579 22.92000 13.84582
H 15.01685 23.04149 14.74154
H 16.26149 23.28818 13.87504
O 15.99485 21.28455 11.62886
H 16.33987 20.90221 10.80813
H 16.60565 21.99827 11.84642
O 13.21834 22.89001 11.82735
H 13.66051 23.74241 11.69823
H 12.32352 22.99527 11.46314
```

Here are the natural (NBO) charges for atoms 1 to 5, given in e: 1.535 0.811 -0.764 -0.790 -0.824


Below is 8 unconnected molecules or ions with the total composition C2H20NO8 in a non-equilibrium geometry, with properties calculated with the ωB97M-V functional and the def2-TZVPD basis.

## Properties
Net charge: +1
2S+1: 1
HOMO-LUMO gap in eV: 10.896
E_LUMO in eV: -2.83

```
31
C2H20NO8 | the OMol25 dataset | the ωB97M-V functional and the def2-TZVPD basis
O 2.27562 1.63536 -1.13244
C 3.03188 0.85624 -0.62362
C 2.60642 -0.24903 0.30680
N 1.26355 0.15991 0.85779
H 4.08317 0.77889 -0.95970
H 2.48783 -1.17570 -0.24954
H 3.30690 -0.42304 1.12169
H 1.00105 -0.57788 1.56240
H 1.31502 1.14933 1.10714
H 0.57457 0.19323 0.11056
H -1.46351 1.97246 -1.57721
H -2.37842 2.17500 -2.74109
O -1.92580 2.66896 -2.05187
H -1.71045 -0.83380 -3.10031
H -0.93714 0.56903 -3.56619
O -1.37778 0.03855 -2.90197
H -1.59461 -1.02973 1.72531
H -1.93115 -0.18712 0.45029
O -1.20987 -0.53039 1.00515
H -3.84774 0.13542 -0.55067
H -4.04809 -1.34674 -0.25996
O -3.76529 -0.52275 0.15163
H -1.54546 2.13801 2.31433
H -1.06634 3.55610 2.12262
O -0.74348 2.65494 2.19227
H 1.08417 -2.76428 -1.93195
H 2.49340 -3.13799 -1.32954
O 1.83150 -2.44746 -1.42216
H 1.28910 -2.33089 2.98203
H 0.26794 -1.46910 3.63112
O 0.63298 -1.65556 2.75711
```

Here are the natural (NBO) charges for atoms 1 to 5, given in e: -0.494 0.425 -0.369 -0.694 0.137


Below is 8 unconnected molecules or ions with the total composition C2H22NO8 in a non-equilibrium geometry, with properties calculated with the ωB97M-V functional and the def2-TZVPD basis.

## Properties
Net charge: +2
2S+1: 2
HOMO-LUMO gap (alpha / beta) in eV: 10.827 / 4.003
E_LUMO (alpha / beta) in eV: -6.72 / -13.53

```
33
C2H22NO8 | the OMol25 dataset | the ωB97M-V functional and the def2-TZVPD basis
C -0.22662 1.14257 1.83958
O -1.59855 1.33629 1.49973
C 0.33794 0.11209 0.82573
N 0.35740 0.70704 -0.53384
H -0.19403 0.86658 2.88379
H 0.17928 2.13021 1.61190
H -2.20191 0.77672 2.06454
H 1.37777 -0.04446 1.16140
H 0.04357 -0.94681 0.79525
H 0.84935 1.60505 -0.66114
H -0.60839 0.86020 -0.80601
H 0.85131 0.09407 -1.24860
H -0.24425 4.26186 0.22612
H -1.80997 4.21152 0.45701
O -1.06639 3.80952 -0.02052
H 0.47997 -4.10169 0.78439
H -0.69685 -3.43492 0.20692
O 0.02552 -3.28646 0.87558
H 1.61220 -2.62275 0.25188
H 3.14181 -2.85475 -0.17786
O 2.42246 -2.22143 -0.12187
H 1.94046 -0.98844 -3.13030
H 1.98659 -1.53505 -1.69150
O 1.45338 -0.95356 -2.29505
H -3.74798 1.05225 -1.30576
H -2.80441 1.58339 -0.27466
O -3.07447 0.74673 -0.67518
H 3.16402 2.62204 0.39072
H 3.30792 2.53567 -1.18388
O 2.73015 2.39938 -0.43245
H -2.73754 -2.49910 -0.63052
H -2.93884 -4.01700 -0.20537
O -2.31092 -3.34677 -0.48004
```

Here are the natural (NBO) charges for atoms 1 to 5, given in e: -0.114 -0.189 -0.253 -0.727 0.274


Below is 10 unconnected molecules or ions with the total composition C2H23O10 in a non-equilibrium geometry, with properties calculated with the ωB97M-V functional and the def2-TZVPD basis.

## Properties
Energy relative to the best compared isomer or geometry (same formula, charge and spin) in kJ/mol: 46.9
Net charge: -1
2S+1: 1
HOMO-LUMO gap in eV: 9.682
E_LUMO in eV: 2.96

```
35
C2H23O10 | the OMol25 dataset | the ωB97M-V functional and the def2-TZVPD basis
O -0.02094 -0.24206 0.33728
H -0.89482 -0.63794 0.42032
C 2.65107 2.22195 -1.10714
C 2.03159 1.18188 -2.02285
O 0.62728 1.13114 -1.96608
H 2.49380 2.01925 -0.04431
H 2.33815 3.24514 -1.30965
H 3.74533 2.17911 -1.20729
H 2.41042 0.18221 -1.77687
H 2.35630 1.42499 -3.03856
H 0.37200 0.65248 -1.14734
O -3.18455 -3.67426 0.56199
H -2.83369 -4.53834 0.33113
H -2.43790 -3.07519 0.45541
O -1.42438 -1.70253 -1.71782
H -0.89245 -2.48927 -1.86405
H -0.84450 -1.10872 -1.20362
O 1.90693 -2.04693 -0.17303
H 1.17570 -1.39889 0.02502
H 2.71830 -1.54169 -0.08180
O 1.57896 0.95336 2.14300
H 0.98436 0.46531 1.50949
H 2.43130 0.52349 2.03426
O -2.84414 0.96782 1.11232
H -2.89443 0.47517 0.28225
H -1.90115 1.07591 1.28292
O -0.20355 3.06787 1.50794
H -0.10736 3.51341 2.35325
H 0.22728 2.21016 1.64868
O 0.18457 -1.69818 2.85794
H 0.12557 -1.34160 1.95122
H 0.99644 -1.31981 3.20404
O -3.95556 -0.28344 -1.57681
H -3.10477 -0.74254 -1.49668
H -3.81118 0.35074 -2.28457
```

Here are the natural (NBO) charges for atoms 1 to 5, given in e: -1.272 0.444 -0.636 -0.056 -0.763


Below is a molecular structure, C2H26CdO18 in a non-equilibrium geometry, with properties calculated with the ωB97M-V functional and the def2-TZVPD basis.

## Properties
Energy relative to the best compared isomer or geometry (same formula, charge and spin) in kJ/mol: 0.0
2S+1: 1
HOMO-LUMO gap in eV: 9.047
E_LUMO in eV: -0.91

```
47
C2H26CdO18 | the OMol25 dataset | the ωB97M-V functional and the def2-TZVPD basis
Cd -0.49585 -0.73551 2.78889
C 1.54962 -2.15571 3.43289
O 1.74852 -0.97166 3.16068
O 2.44982 -2.86598 4.16832
O 0.39532 -2.60853 3.23304
H 3.30972 -2.44642 4.01479
C 0.28810 -0.27883 0.19697
O 0.48015 0.60910 1.01458
O 0.17082 0.05070 -1.08167
O 0.13036 -1.43059 0.60731
H -0.15430 0.95681 -1.27697
O -2.15601 -2.10824 1.99102
H -3.06094 -1.75735 2.25472
H -2.36649 -3.01724 1.85872
O -0.75803 3.36208 1.77462
H 0.12289 3.26900 1.41332
H -1.11246 4.15117 1.38905
O 2.18659 -0.72184 -3.12810
H 1.90998 -0.59402 -2.24993
H 3.14418 -0.68984 -3.20584
O -3.26062 -0.36832 -0.54328
H -2.83929 0.44549 -0.87435
H -2.72511 -1.02288 -1.01921
O 3.03690 -0.64975 -0.05439
H 2.36762 -0.68498 0.63672
H 3.51202 -1.47291 -0.00691
O 1.85923 2.99414 0.83195
H 2.48806 3.01138 0.09727
H 1.61083 2.07052 0.98844
O -2.07344 0.94063 2.48459
H -2.68628 1.03011 1.72041
H -1.60045 1.77052 2.40881
O -1.93758 1.99141 -1.17519
H -2.59617 2.69032 -1.32814
H -1.49941 2.35762 -0.40574
O 1.27060 2.14447 -2.46527
H 0.71650 2.77225 -1.99886
H 0.66920 1.69698 -3.09198
O -1.73676 -2.40575 -1.35828
H -1.24877 -2.18571 -0.58347
H -1.41867 -1.96822 -2.15432
O -1.34787 1.08323 -3.86615
H -1.57219 1.37881 -2.98595
H -1.24272 0.12852 -3.86488
O 1.65225 -2.91403 -1.13432
H 1.62505 -2.50560 -1.97962
H 1.19508 -2.34532 -0.63425
```

Here are the natural (NBO) charges for atoms 1 to 5, given in e: 1.754 0.966 -0.817 -0.678 -0.833


Below is 12 unconnected molecules or ions with the total composition C2H28NO12 in a non-equilibrium geometry, with properties calculated with the ωB97M-V functional and the def2-TZVPD basis.

## Properties
Energy relative to the best compared isomer or geometry (same formula, charge and spin) in kJ/mol: 25.1
Net charge: -1
2S+1: 1
HOMO-LUMO gap in eV: 9.287
E_LUMO in eV: 2.78

```
43
C2H28NO12 | the OMol25 dataset | the ωB97M-V functional and the def2-TZVPD basis
C -0.44198 0.34282 1.97401
N 0.18177 1.35793 1.09335
C 1.29610 0.72649 0.34790
O 0.78298 -0.35759 -0.44396
H -1.34745 -0.07861 1.52676
H -0.87212 0.81694 2.86013
H 0.33276 -0.31175 2.34868
H -0.50858 1.71235 0.44682
H 1.96802 0.27772 1.06278
H 1.76231 1.40809 -0.37171
H -4.16184 1.01824 1.42179
H -3.63139 -0.16733 0.50253
O -3.55583 0.28692 1.35067
H 2.55026 -0.81206 -0.70548
H 2.68556 -1.61183 -1.85562
O 3.28639 -1.30838 -1.12477
H -0.79607 3.29229 -1.23659
H -0.98286 2.25691 -2.24312
O -1.30916 3.19570 -2.05249
H -0.20849 -1.74532 -0.10868
H 0.47276 -2.51675 -2.05620
O -0.78784 -2.40793 -0.56256
H -3.47783 1.39793 -0.56618
H -2.97766 2.73018 -1.18760
O -3.67595 2.34295 -0.64948
H -0.33576 0.38687 -3.04754
H 1.08273 -1.53603 -3.00922
O 1.32074 -2.31453 -2.49801
H -1.94573 0.19697 -1.66994
H 0.15791 0.10390 -1.17898
O -0.68597 0.66294 -2.19706
H 1.72016 -1.75428 1.97981
H 1.54666 -2.83985 0.88222
O 1.65962 -2.68387 1.82442
H -1.64625 -1.96388 -0.49241
H -3.45009 -0.28834 -1.88896
O -2.77058 -0.26791 -1.20819
H 0.65715 2.48970 2.98858
H 1.92757 2.66340 3.91998
O 1.06400 2.98950 3.67530
H 3.45249 -2.80811 1.36591
H 4.38545 -2.21898 0.28329
O 4.04234 -2.06395 1.16534
```

Here are the natural (NBO) charges for atoms 1 to 5, given in e: -0.438 -0.676 0.073 -0.858 0.229


Below is 13 unconnected molecules or ions with the total composition C2H28O13 in a non-equilibrium geometry, with properties calculated with the ωB97M-V functional and the def2-TZVPD basis.

## Properties
Energy relative to the best compared isomer or geometry (same formula, charge and spin) in kJ/mol: 0.0
2S+1: 1
HOMO-LUMO gap in eV: 10.679
E_LUMO in eV: 0.21

```
43
C2H28O13 | the OMol25 dataset | the ωB97M-V functional and the def2-TZVPD basis
O 3.06488 -0.99177 0.97377
C 2.01872 -1.27126 1.50627
C 0.73819 -1.54274 0.74541
H 2.01747 -1.17170 2.61002
H 0.39773 -0.55508 0.36432
H -0.03524 -1.96850 1.34668
H 1.07885 -2.28697 -0.00273
H 1.32334 1.82537 1.40842
H 1.11751 1.88748 -0.16113
O 0.74891 2.13661 0.70381
H -3.00234 -1.04361 0.37974
H -3.64631 -2.24733 -0.26420
O -2.78179 -1.97512 0.06785
H -3.26264 0.78790 1.79800
H -2.98907 0.86277 0.29237
O -3.50071 0.36479 0.95589
H 1.11973 1.67839 -2.12516
H 2.38996 2.40681 -2.22207
O 2.01164 1.64597 -1.70697
H -0.01782 -1.57337 -2.76045
H 1.51942 -1.09213 -2.66842
O 0.67568 -0.99876 -3.18095
H -1.05839 1.67976 -3.70349
H -0.42262 0.33367 -3.34125
O -0.53338 1.28746 -2.99551
H -1.25018 1.73705 2.14044
H -1.64718 0.88663 3.42358
O -1.88665 1.62733 2.85566
H -3.53571 -1.10170 2.77770
H -2.21558 -1.57930 2.13620
O -2.58148 -1.04589 2.85750
H -1.57966 -2.35489 -1.05426
H -1.22654 -3.50062 -1.89676
O -1.19537 -2.53913 -1.96915
H -0.88740 2.04671 -0.09800
H -1.25858 1.34730 -1.49100
O -1.59383 1.59408 -0.58738
H 2.60324 2.52018 2.69135
H 3.64295 1.42782 2.57592
O 3.09648 2.00671 2.03176
H 2.97726 0.07706 -1.97854
H 3.02369 -0.91960 -0.81282
O 3.00518 -0.88579 -1.78407
```

Here are the natural (NBO) charges for atoms 1 to 5, given in e: -0.555 0.462 -0.743 0.112 0.270


Among the records above, which one has the highest 2S+1?
C2H20N4O8Pt


Repeat the first record exactly.
Below is 7 unconnected molecules or ions with the total composition C2H17O7 in a non-equilibrium geometry, with properties calculated with the ωB97M-V functional and the def2-TZVPD basis.

## Properties
Energy relative to the best compared isomer or geometry (same formula, charge and spin) in kJ/mol: 212.0
Net charge: -1
2S+1: 1
HOMO-LUMO gap in eV: 6.951
E_LUMO in eV: 3.09

```
26
C2H17O7 | the OMol25 dataset | the ωB97M-V functional and the def2-TZVPD basis
O 0.11202 0.08137 -1.80609
H -0.44360 0.48753 -2.49953
C -0.83886 -2.07866 4.70244
C -0.82845 -1.62428 3.26584
O 0.29374 -1.96441 2.58392
H -0.01086 -1.82412 5.36404
H -0.88642 -3.16732 4.67666
H -1.77383 -1.70006 5.11549
H -0.83945 -0.54157 3.39123
H -1.77285 -1.84220 2.76711
H 0.19026 -1.61180 1.69704
O -2.84728 -2.49330 -2.24686
H -3.58978 -1.89298 -2.17939
H -2.07750 -1.92438 -2.24206
O 3.82859 -0.82676 -2.03693
H 4.10087 0.08190 -1.90868
H 2.89004 -0.82487 -1.84889
O 0.22204 2.15560 -5.43931
H 0.37101 1.60813 -4.66839
H 0.75071 1.75074 -6.12694
O 2.75925 3.17849 -0.62690
H 2.22639 3.96866 -0.53797
H 2.14419 2.50592 -0.91945
O -1.11318 3.15951 0.52228
H -0.88917 2.33139 0.09771
H -1.97789 3.00748 0.90361
```

Here are the natural (NBO) charges for atoms 1 to 5, given in e: -1.376 0.387 -0.619 -0.050 -0.714


Which formula does entry 2 have?
C2H20N4O8Pt